[1]
Here is a gas-phase ion, C4H8NO2Si (charge -1) at a distorted geometry from the OMol25 dataset. Energies are from ωB97M-V/def2-TZVPD.

Structure (XYZ):
```
16
Properties=species:S:1:pos:R:3:forces:R:3
O -3.380708 -3.159774 -0.645618 0.2 0.2 0.0
C -3.009688 -2.120340 -0.106409 1.2 -0.3 -0.6
O -3.484123 -1.390246 0.760078 0.2 0.4 0.0
Si -1.013193 -1.269336 -0.736860 -0.9 -1.0 -0.2
C 0.428844 -1.121071 0.522077 1.7 -1.9 -0.4
C 0.878258 0.293676 0.154383 -0.2 1.7 1.8
C -0.439378 1.189577 0.088219 1.6 -3.2 0.9
N -1.327778 0.440021 -0.720985 -4.9 0.2 0.7
H -0.279414 -1.412603 -2.084891 -0.4 -0.5 0.4
H 1.316201 -1.891374 0.640181 -1.5 1.4 -1.0
H -0.037328 -1.307104 1.461661 -0.6 0.8 1.2
H 1.296537 0.203626 -0.858322 0.3 0.5 0.3
H 1.588332 0.805954 0.916704 -0.7 -0.9 -1.4
H -0.821189 1.368061 1.077931 0.0 0.1 0.8
H -0.358566 2.055794 -0.417378 1.3 3.5 -1.2
H -2.365085 0.660065 -0.372896 2.8 -1.0 -1.2
```
Positions in Å, forces in eV/Å.

Properties
Total charge: -1
Gap between HOMO and LUMO (eV): 7.27
HOMO (eV): -3.37
Lowest unoccupied orbital energy (eV): 3.901
ΔE to the lowest compared entry with this formula, charge and spin (eV): 0.617
Electronic energy (eV): -17741.212
SMILES string: O=C([O-])[Si@@H]1CCCN1

---

[2]
Here is a molecular structure, C10H10BrClO4Tl at a distorted geometry from the OMol25 dataset. Energies are from ωB97M-V/def2-TZVPD.

Structure (XYZ):
```
27
Properties=species:S:1:pos:R:3:forces:R:3
C 1.523019 -1.693953 0.240669 1.7 1.0 1.3
C 2.332354 -1.252445 1.320182 -0.9 -0.2 -1.2
C 1.626777 -1.502414 2.536650 0.8 -0.8 -0.8
H 3.278843 -0.731798 1.256434 0.0 -0.2 -0.1
C 0.363497 -2.080732 2.203391 -0.9 -0.3 -2.0
C 0.295063 -2.200388 0.785845 -0.6 0.0 2.5
H -0.558000 -2.537194 0.205206 0.2 -0.1 0.2
H 1.761233 -1.611483 -0.813907 0.0 0.0 0.2
H 2.077149 -1.482168 3.514543 -0.1 0.1 0.0
H -0.429549 -2.284809 2.914741 0.2 -0.1 -0.2
Tl -0.365704 0.866681 1.240088 -0.3 0.1 0.0
Br 0.334017 1.623399 -1.389774 0.3 0.1 0.0
C -2.496832 2.064298 -3.228419 -1.7 -1.4 0.3
C -3.028112 0.755399 -3.347634 -0.1 2.6 0.7
C -2.102815 -0.028525 -4.103452 2.2 0.6 -1.2
H -3.988743 0.412256 -2.954061 0.4 0.2 -0.1
C -1.004904 0.801129 -4.446172 -0.8 -1.3 -0.1
C -1.241475 2.098716 -3.903885 0.2 -0.4 -0.1
H -0.574690 2.959487 -3.983972 -0.3 -0.4 0.0
H -2.953746 2.908301 -2.706927 0.2 -0.4 -0.2
H -2.229196 -1.076493 -4.389753 0.1 0.4 0.2
H -0.122682 0.509296 -5.021451 -0.4 0.1 0.3
O 0.931667 -0.418743 5.551549 0.0 0.4 -0.1
Cl 1.505362 0.710280 4.855575 0.0 -0.5 -1.5
O 1.089358 1.956413 5.427801 0.1 -0.2 0.1
O 2.942315 0.579260 4.815138 -0.3 0.2 0.3
O 1.035792 0.656230 3.421594 0.2 0.6 1.7
```
Positions in Å, forces in eV/Å.

Properties
Total charge: -1
Gap between HOMO and LUMO (spin up / spin down) (eV): 6.12 / 6.18
HOMO (spin up / spin down) (eV): -5.10 / -5.23
Lowest unoccupied orbital energy (spin up / spin down) (eV): 1.014 / 0.944
ΔE to the lowest compared entry with this formula, charge and spin (eV): 0.160
Electronic energy (eV): -105972.395

---

[3]
Here is 2 unconnected molecules or ions with the total composition CHF3O2P at a distorted geometry from the OMol25 dataset. Energies are from ωB97M-V/def2-TZVPD.

Structure (XYZ):
```
8
Properties=species:S:1:pos:R:3:forces:R:3
C -1.569513 -0.157157 0.071868 2.1 0.4 0.0
O 2.249608 0.810186 1.297203 -0.5 -0.7 0.3
O 2.038523 1.197284 -1.226107 -0.5 -0.6 -0.4
F -2.622373 0.705238 0.280790 -0.3 -0.2 0.0
F -1.771023 -1.183192 0.991580 -0.4 0.0 0.0
F -1.854305 -0.757199 -1.147073 -0.4 -0.1 0.0
P 1.791275 0.385579 -0.029429 0.1 1.1 0.1
H 1.737810 -1.000740 -0.238829 -0.2 0.1 0.0
```
Positions in Å, forces in eV/Å.

Properties
Total charge: -1
Gap between HOMO and LUMO (spin up / spin down) (eV): 7.23 / 7.24
HOMO (spin up / spin down) (eV): -3.65 / -3.65
Lowest unoccupied orbital energy (spin up / spin down) (eV): 3.587 / 3.587
ΔE to the lowest compared entry with this formula, charge and spin (eV): 3.806
Electronic energy (eV): -22590.479

---

[4]
Here is C6H13OP in the gas phase at a distorted geometry from the OMol25 dataset. Energies are from ωB97M-V/def2-TZVPD.

Structure (XYZ):
```
21
Properties=species:S:1:pos:R:3:forces:R:3
C -1.242244 0.838383 1.709627 0.0 -2.0 0.8
C -0.815901 1.197346 0.359753 3.4 -1.6 -0.2
C -1.132596 0.177540 -0.715959 2.2 -0.9 0.2
C 0.224370 0.103048 -1.561605 -1.1 1.0 2.9
C 0.557483 -1.284653 -1.893670 0.2 -2.3 -0.5
P 1.111741 1.060150 -0.145402 -0.6 1.1 0.1
C 1.973812 -0.077736 1.046197 -1.3 -2.0 -1.4
O 1.912235 2.305224 -0.475037 -1.1 -1.6 0.3
H -1.044136 -0.197025 2.006487 -0.2 -0.2 -0.3
H -2.290879 1.018748 1.800875 -0.8 0.1 0.4
H -0.698324 1.385334 2.410616 0.6 1.4 1.4
H -1.093141 2.201406 0.333739 -0.5 1.8 -1.5
H -2.057556 0.389256 -1.151766 -1.3 0.0 -1.4
H -1.126711 -0.870613 -0.301804 -0.6 1.2 0.2
H 0.277460 0.802697 -2.344530 0.0 0.7 -1.3
H 0.356447 -2.006265 -1.008787 0.7 1.1 -1.5
H 1.552531 -1.368667 -2.327405 0.5 -0.2 0.6
H -0.014186 -1.687682 -2.750126 -0.4 0.3 0.5
H 3.046139 0.061376 1.197423 -0.3 0.4 -0.1
H 1.399243 -0.070614 1.995554 0.5 -0.1 -0.5
H 1.851610 -1.129352 0.519579 0.2 1.8 1.3
```
Positions in Å, forces in eV/Å.

Properties
Gap between HOMO and LUMO (eV): 10.06
HOMO (eV): -9.16
Lowest unoccupied orbital energy (eV): 0.899
ΔE to the lowest compared entry with this formula, charge and spin (eV): 0.000
Electronic energy (eV): -17768.452
SMILES string: C[C@@H]1C[C@H](C)[P@@]1(C)=O